[1]
Molecular formula: C5H4N2O3
Method: DFT, ωB97M-V with the def2-TZVPD basis set

The geometry in ORCA input format:
```
! RIJCOSX wB97M-V def2-TZVPD def2/J DEFGRID3
* xyz 0 1
O 1.12921 -2.02071 1.93218
C -1.74039 1.82110 -1.58184
H -1.08171 -0.81316 1.76237
C 1.59694 -1.23222 0.92557
H 0.99498 0.62286 -1.52221
C 0.48766 -0.48836 0.33524
N -0.70714 -0.40786 0.97167
O -1.57250 2.02501 -2.74169
O 2.77193 -1.02905 0.62968
H -2.48919 2.45954 -1.11812
C 0.32669 0.36885 -0.75345
H 1.90708 -2.23175 2.46375
N -1.61155 0.38352 0.46798
C -0.95914 0.91913 -0.62965
*
```

Values from the calculation:
frontier orbital gap = 10.2 eV
SMILES string = O=Cc1cc(C(=O)O)[nH]n1
energy above the lowest of the compared OMol25 structures with the same formula, charge and spin = 0.00 kJ/mol

=====

[2]
Molecular formula: C5H4N2S
Method: DFT, ωB97M-V with the def2-TZVPD basis set

The geometry in ORCA input format:
```
! RIJCOSX wB97M-V def2-TZVPD def2/J DEFGRID3
* xyz 0 1
S 0.41426 2.38487 -1.17434
C -0.32857 -1.38240 -0.62367
C 0.21967 0.42890 0.78967
C -1.53728 -1.30877 1.45986
C -0.68011 -0.55230 0.56955
N -0.23953 -2.06765 -1.63396
N -2.29313 -2.14208 2.05340
H -0.27166 1.42133 -2.10324
C 1.16536 0.77286 -0.25673
H 0.21294 1.18739 1.72488
H 1.26503 0.17240 -1.05351
H 2.07301 1.08545 0.24809
*
```

Values from the calculation:
frontier orbital gap = 8.7 eV
SMILES string = N#CC(C#N)=CCS
energy above the lowest of the compared OMol25 structures with the same formula, charge and spin = 337.48 kJ/mol

=====

[3]
Molecular formula: C5H4N2S
Method: DFT, ωB97M-V with the def2-TZVPD basis set

The geometry in ORCA input format:
```
! RIJCOSX wB97M-V def2-TZVPD def2/J DEFGRID3
* xyz 0 1
S -2.24732 0.53947 -0.11394
C 1.85841 0.70852 -0.12280
C -1.70237 -1.19240 0.02478
N 0.98729 -1.32649 -0.08036
C 0.73514 1.46718 0.02670
N 2.06242 -0.67448 -0.06878
H 2.72040 1.22423 -0.18551
C -0.44946 0.67465 -0.10412
C -0.24502 -0.75041 -0.14833
H -1.88490 -1.62134 1.12308
H -2.50686 -1.66745 -0.71294
H 0.67227 2.61852 0.36221
*
```

Values from the calculation:
frontier orbital gap = 9.4 eV
energy above the lowest of the compared OMol25 structures with the same formula, charge and spin = 306.07 kJ/mol

=====

[4]
Molecular formula: C5H4N3O2S
Method: DFT, ωB97M-V with the def2-TZVPD basis set

The geometry in ORCA input format:
```
! RIJCOSX wB97M-V def2-TZVPD def2/J DEFGRID3
* xyz 1 1
O 2.20909 -2.52808 0.09284
N -0.75175 -1.18397 0.28722
C -1.89829 -0.26440 0.29974
S 4.69563 -0.16353 0.18050
H 2.02740 -2.94441 -0.75648
O -2.99180 -0.71486 0.34436
C 0.46166 -0.77754 0.25098
C -1.42757 1.10824 0.24884
C 3.23084 0.27296 0.20251
N 2.14935 0.85652 0.18729
H -2.19565 1.86827 0.23579
H 0.23192 2.45344 0.18840
H -0.97616 -2.17848 0.32538
N 0.87545 0.46275 0.22445
C -0.12635 1.43350 0.22145
*
```

Values from the calculation:
frontier orbital gap = 5.4 eV
energy above the lowest of the compared OMol25 structures with the same formula, charge and spin = 470.93 kJ/mol

=====

[5]
Molecular formula: C5H4N4O2S
Method: DFT, ωB97M-V with the def2-TZVPD basis set

The geometry in ORCA input format:
```
! RIJCOSX wB97M-V def2-TZVPD def2/J DEFGRID3
* xyz 0 1
N -1.38412 -1.84254 2.01231
S -1.23669 -3.57535 -0.06861
C -1.11794 -0.59769 2.43262
N -0.53267 -0.71689 -1.45781
H -1.41306 0.59552 3.72414
O 0.07606 1.39257 -2.52836
N -0.66376 0.38911 1.72694
C -0.11507 0.59905 -1.49937
H -0.90124 -1.10422 -2.33088
O -1.32253 -0.33158 3.70535
C -0.77688 -1.04293 -0.12050
H 0.01398 -3.45211 -0.43023
N -0.36038 1.18978 -0.39765
C -1.18449 -2.00928 0.67933
C -0.54119 0.15132 0.43699
H -0.24459 2.27385 -2.31271
*
```

Values from the calculation:
frontier orbital gap = 9.4 eV
energy above the lowest of the compared OMol25 structures with the same formula, charge and spin = 131.85 kJ/mol

=====

[6]
Molecular formula: C5H4NO3
Method: DFT, ωB97M-V with the def2-TZVPD basis set

The geometry in ORCA input format:
```
! RIJCOSX wB97M-V def2-TZVPD def2/J DEFGRID3
* xyz -1 1
H 0.16382 0.46794 2.24772
N 1.23408 1.84474 0.09172
H 2.20252 1.65352 -0.12846
C 0.55963 0.55928 0.08852
O -1.73875 -2.62021 -0.50952
O 0.46381 0.88657 -2.21457
C 0.10450 0.20547 -1.24914
H 0.95805 2.19454 -0.86361
C -1.16142 -1.58427 -0.22708
O -0.62930 -0.88016 -1.35387
C -0.84534 -1.10392 1.04063
C 0.02689 -0.03756 1.22306
H -1.33849 -1.58595 1.85459
*
```

Values from the calculation:
frontier orbital gap = 7.1 eV
SMILES string = Nc1ccc([O-])oc1=O
energy above the lowest of the compared OMol25 structures with the same formula, charge and spin = 0.00 kJ/mol

=====

[7]
Molecular formula: C5H4NO3
Method: DFT, ωB97M-V with the def2-TZVPD basis set

The geometry in ORCA input format:
```
! RIJCOSX wB97M-V def2-TZVPD def2/J DEFGRID3
* xyz -1 3
O 1.69404 -0.37099 0.47656
H 1.44818 1.46280 -0.33333
C -1.21764 1.52749 -0.24839
H -0.81265 2.52719 -0.34174
C -0.98830 -0.96371 -0.11106
C 0.99260 -1.47251 1.03019
O -2.07266 -1.27326 -0.59849
H 1.26109 0.10112 -1.47289
N -0.21604 -1.78333 0.60036
C -0.45712 0.44620 -0.27287
O 1.62531 -2.09162 1.86209
H -2.28608 1.43864 -0.14180
C 1.02927 0.45198 -0.44863
*
```

Values from the calculation:
<S²> = 2.01
frontier orbital gap (spin up / spin down) = 4.7 / 6.3 eV
energy above the lowest of the compared OMol25 structures with the same formula, charge and spin = 116.71 kJ/mol

=====

[8]
Molecular formula: C5H4NO5
Method: DFT, ωB97M-V with the def2-TZVPD basis set

The geometry in ORCA input format:
```
! RIJCOSX wB97M-V def2-TZVPD def2/J DEFGRID3
* xyz -1 1
C -2.82296 -1.49589 -0.04922
O -3.36208 1.63226 0.70498
C 0.09350 0.27792 1.51299
C -1.67736 -0.23075 0.15636
O -3.50966 -1.70597 0.92761
O -2.70552 -2.07682 -1.11700
C 0.55880 0.21656 0.26766
H 0.60818 0.55498 2.43883
O -2.26088 1.85242 -1.16963
N -2.56696 1.25553 -0.13391
C -0.52406 -0.14383 -0.74151
H -0.73938 0.50591 -1.58161
O -1.27849 -0.05206 1.45450
H -0.38619 -1.11108 -1.13013
H 1.61686 0.42562 0.16662
*
```

Values from the calculation:
frontier orbital gap = 8.3 eV
SMILES string = O=C([O-])[C@]1([N+](=O)[O-])CC=CO1
energy above the lowest of the compared OMol25 structures with the same formula, charge and spin = 285.35 kJ/mol

=====

[9]
Molecular formula: C5H4NO5Sc
Method: DFT, ωB97M-V with the def2-TZVPD basis set

The geometry in ORCA input format:
```
! RIJCOSX wB97M-V def2-TZVPD def2/J DEFGRID3
* xyz 2 1
O 0.21762 2.76673 -2.05888
H 1.28467 0.59706 0.60178
O -0.87822 2.55533 2.55779
H -2.96259 -0.97798 0.32061
C 0.11899 1.90343 -1.29369
O 1.35545 -1.95650 -1.98011
C -0.58612 1.77272 1.76942
O 0.19161 -2.07327 2.74043
H -2.62240 -0.79768 -1.29004
C 3.87783 -0.68247 -0.59371
H -3.12576 0.50652 -0.39939
Sc -0.32189 0.15260 0.14389
N -2.54322 -0.34468 -0.37248
C 0.09990 -1.30311 1.88295
C 0.91023 -1.21135 -1.23026
O 4.98390 -0.90734 -0.79831
*
```

Values from the calculation:
frontier orbital gap = 7.8 eV
energy above the lowest of the compared OMol25 structures with the same formula, charge and spin = 0.00 kJ/mol

=====

[10]
Molecular formula: C5H4O
Method: DFT, ωB97M-V with the def2-TZVPD basis set

The geometry in ORCA input format:
```
! RIJCOSX wB97M-V def2-TZVPD def2/J DEFGRID3
* xyz 0 1
C 0.94005 1.60316 -1.43367
C -0.10354 0.87125 -0.95781
H 0.69036 2.25044 -2.29826
C -0.75174 -1.12286 0.49975
C 0.17125 0.02993 0.26824
H -1.17759 0.81788 -1.34446
H 1.98101 1.66740 -0.97322
O 0.99338 0.24765 1.10264
H -2.11636 -2.87581 0.94856
C -1.47676 -2.02166 0.76454
*
```

Values from the calculation:
frontier orbital gap = 10.1 eV
SMILES string = C#CC(=O)C=C
energy above the lowest of the compared OMol25 structures with the same formula, charge and spin = 170.78 kJ/mol